Molecular formula: C36H53HgN4OP2
Method: DFT, wB97M-V/def2-TZVPD

The calculation puts the energy relative to the best compared isomer or geometry (same formula, charge and spin) at 0.496 eV. The molar mass comes out at 820.385 g/mol. The calculation puts the HOMO energy (alpha / beta) at -7.3 / -8.3 eV.

```
! wB97M-V def2-TZVPD RIJCOSX def2/J DEFGRID3
* xyz 1 1
H 0.229 3.700 -5.772
Hg -0.579 0.711 0.899
C -1.546 -1.142 -2.074
H -5.421 3.019 -0.430
H -1.588 -3.416 7.252
C -2.878 -2.324 0.703
C -1.163 0.127 4.540
H 0.259 4.587 -3.430
C 6.013 -0.123 -1.223
H 5.059 0.626 1.516
C -1.443 -0.424 5.787
H -3.469 -3.160 1.108
C 1.094 1.350 -2.834
C 0.715 1.681 -5.198
C -3.777 -1.075 0.660
H 6.811 0.308 -1.845
H -2.523 -2.613 -0.293
C 4.543 0.424 -3.126
C 4.487 -2.084 0.962
H 3.874 2.606 -1.590
H -2.009 -2.177 1.357
C 0.274 2.213 2.635
H -3.958 3.587 1.517
H 0.857 3.034 -1.524
C -1.350 -1.825 5.947
C 4.103 0.242 1.897
C 2.208 -1.393 1.636
C 1.999 -0.861 -1.946
H -4.951 0.086 2.121
H -5.568 -2.185 0.259
H -5.149 1.558 -1.399
C 0.698 -1.617 -1.893
C 4.764 2.066 -1.248
H 4.102 -2.854 0.280
N -0.394 -0.979 -1.429
C -1.730 -2.148 -3.034
C 1.694 0.544 -1.789
C 1.025 0.831 -4.146
H -2.693 -2.213 -3.536
N -0.810 -0.614 3.471
C 0.561 -2.760 -2.700
P -2.781 0.355 -0.038
H -4.035 1.949 2.214
C -2.796 3.000 -0.881
H -3.579 -0.397 -2.252
H 3.397 1.077 1.995
H -0.859 -3.681 4.903
H -2.957 2.755 -1.939
H 5.443 0.850 -3.593
C -0.696 -1.947 3.627
H 5.634 2.505 -1.756
H 5.494 -1.802 0.637
H -0.769 -3.823 -4.021
O 1.311 2.481 3.056
H 3.675 0.963 -3.530
C -0.665 -3.003 -3.311
N 2.108 1.007 -0.586
H -1.714 2.993 -0.684
H -1.219 1.209 4.387
H -1.738 0.217 6.618
C -0.953 -2.599 4.832
H 4.874 2.243 -0.172
H 1.232 -0.229 -4.314
H -1.938 -1.873 7.936
H -5.674 1.433 0.312
H -4.750 -1.635 2.493
P 3.274 -0.223 -0.659
H 6.298 0.028 -0.175
H 0.716 1.285 -6.217
H 2.419 -1.816 2.631
H -3.158 4.025 -0.713
H -2.328 0.845 -2.341
C -2.618 -0.084 -1.817
H -4.692 -1.760 -1.220
N -1.639 -2.419 7.133
C -3.575 2.050 0.055
C -4.991 -1.388 -0.231
H 5.970 -1.197 -1.443
C -5.040 1.988 -0.393
C -4.236 -0.748 2.090
C -3.498 2.587 1.501
C 4.693 0.562 -1.594
H -2.460 2.689 1.848
H -0.386 -2.521 2.750
H -5.657 -0.528 -0.363
H 1.478 -0.580 1.771
C 3.524 -0.885 1.023
C 0.473 3.534 -3.630
H -3.383 -0.524 2.745
H 1.467 -3.320 -2.919
H 4.491 -0.630 -3.429
C 0.800 2.699 -2.565
C 0.447 3.031 -4.941
H 1.751 -2.172 1.012
H 4.563 -2.516 1.969
H 2.591 -1.214 -2.803
H 4.288 -0.164 2.901
*
```